{
  "formula": "H80O40",
  "method": "ωB97M-V with the def2-TZVPD basis set",
  "homo_energy_ev": -9.97,
  "lumo_energy_ev": -0.62,
  "e_tot_ev": -83187.4531,
  "elements": ["H", "H", "O", "H", "H", "O", "H", "H", "O", "H", "H", "O", "H", "H", "O", "H", "O", "H", "O", "H", "H", "O", "H", "H", "O", "H", "H", "O", "H", "H", "O", "H", "O", "H", "H", "O", "H", "H", "O", "H", "H", "O", "H", "H", "O", "H", "H", "O", "H", "H", "O", "H", "O", "H", "H", "O", "H", "O", "H", "H", "O", "H", "H", "O", "H", "H", "O", "H", "H", "O", "H", "H", "O", "H", "H", "O", "H", "H", "O", "H", "H", "O", "H", "H", "O", "H", "H", "O", "H", "O", "H", "H", "O", "H", "H", "H", "H", "H", "H", "O", "H", "H", "O", "H", "H", "O", "H", "H", "O", "H", "H", "O", "H", "H", "O", "H", "H", "O", "H", "H"],
  "positions_angstrom": [[1.23626, -3.55825, -1.98998], [1.95787, -2.32162, -2.10889], [1.40992, -2.83741, -1.43340], [0.59508, 0.29212, -5.17014], [1.25561, -0.60234, -3.98630], [0.46800, -0.36062, -4.39417], [-5.91074, 2.00686, -0.97116], [-5.36430, 1.23999, 0.28170], [-5.89843, 1.97472, -0.02585], [1.42537, 1.31971, 6.42873], [1.51371, 1.33760, 4.92411], [1.94775, 1.22770, 5.81514], [2.59314, 3.32750, 4.00642], [2.12202, 3.07382, 5.53609], [1.80750, 3.45481, 4.52860], [1.62883, -1.02695, 0.10771], [1.60655, -0.10292, -0.03352], [-3.16199, -3.26098, 0.31746], [-4.01450, -2.84612, 0.69955], [-4.96706, 1.99204, 1.93636], [-3.75447, 1.05236, 1.70554], [-4.63496, 1.02762, 2.08119], [-5.61103, -1.62502, -0.43529], [-5.89897, -0.96851, 0.80726], [-6.28346, -1.00582, 0.02221], [-0.03884, -2.15821, -4.83929], [0.00358, -2.53682, -3.37879], [0.19854, -2.89491, -4.26307], [1.83242, 3.21094, -5.63124], [1.00295, 2.00666, -4.56208], [1.65609, 2.77721, -4.71634], [-3.11616, 3.58463, -4.47494], [-2.79223, 3.58748, -3.68901], [4.43662, -2.90858, -0.29560], [5.30866, -3.05582, 1.01722], [4.70695, -3.49631, 0.28479], [4.80394, -1.71092, 3.43186], [5.40014, -0.40372, 2.76613], [5.38401, -1.43337, 2.81129], [-2.69580, 3.70144, 3.98121], [-1.82497, 4.86595, 3.37428], [-1.87663, 4.29911, 4.11257], [-2.28450, 4.57589, -1.26022], [-3.50686, 5.26061, -1.70885], [-2.76902, 5.13436, -0.93594], [5.83632, 2.47973, -2.00368], [4.68971, 1.75816, -2.73135], [5.61671, 2.04437, -2.90768], [0.28905, -4.43185, 1.95223], [-1.21547, -4.78487, 2.25533], [-0.48374, -4.86921, 1.54511], [0.93689, 2.36286, 1.23393], [-0.07665, 2.33169, 1.24635], [2.10418, -1.66080, 6.04476], [0.70169, -1.98276, 6.06108], [1.54108, -2.34110, 5.62308], [3.39133, 0.66480, 2.55145], [4.20897, 1.12742, 2.49496], [2.16627, -3.99154, 1.17835], [1.46483, -2.74307, 1.97312], [1.55751, -3.72324, 1.96061], [-0.18389, 4.87717, -4.49080], [-1.33694, 4.13674, -5.09935], [-0.46392, 4.36848, -5.35120], [-2.08352, -0.86304, 4.74946], [-1.22717, -1.56344, 5.69410], [-1.89555, -0.88841, 5.69264], [-4.60670, -0.02751, -2.66578], [-3.22368, 0.52234, -2.35005], [-4.13152, 0.76965, -2.74865], [-2.39289, 2.51059, 0.66902], [-2.79004, 1.89426, -0.80968], [-2.94273, 1.82240, 0.13203], [0.66014, 3.05038, -2.42066], [0.56213, 2.19362, -1.11578], [0.24147, 2.90813, -1.62331], [-3.80494, 4.38290, 1.81975], [-2.28070, 4.85122, 1.34243], [-2.80017, 4.27561, 1.94874], [2.13872, -5.17808, -3.73815], [1.70130, -4.03781, -3.32346], [2.47689, -4.39215, -3.64817], [-2.09163, -0.63731, -1.86288], [-2.95900, -1.88948, -1.28283], [-2.86806, -1.21582, -1.87617], [4.17477, -2.10727, -3.95859], [2.94508, -2.66152, -4.39146], [3.13505, -1.97425, -3.72750], [-2.59439, 0.28532, 3.08250], [-1.90849, -0.48073, 2.96541], [-0.77920, 3.26325, 3.80546], [-0.65038, 1.83952, 3.75216], [-0.05186, 2.59673, 3.65062], [-0.29373, 2.94513, 1.98560], [2.50130, 0.02231, 0.44450], [4.32691, 1.65653, 3.19049], [-4.60645, -3.46308, 0.54815], [-2.28686, 2.80856, -3.44553], [-2.26665, -1.01262, 2.22234], [-0.41032, -5.34726, -3.63848], [-1.29733, -5.36815, -3.13442], [-0.01462, -5.69383, -2.82362], [-1.19488, -3.03600, -0.57762], [-0.51702, -2.44713, -0.67126], [-0.84988, -3.91847, -0.56824], [0.71894, -0.48709, 2.56306], [0.36268, -0.76294, 1.72371], [-0.07304, -0.41379, 3.00122], [-0.50297, 0.59276, -1.27522], [-0.58617, 0.54996, -0.34026], [0.30139, 0.03823, -1.37199], [1.01258, -5.95411, -0.88782], [1.14632, -5.87855, 0.14614], [1.87462, -6.09056, -1.25798], [4.79628, 3.53731, 0.14396], [5.54855, 3.39724, 0.89516], [4.33071, 2.74995, 0.25131], [3.10183, 0.05290, -2.60751], [3.24703, 0.52572, -3.39841], [3.88962, -0.65621, -2.81703]],
  "atomic_forces_ev_per_a": [[-0.90, -2.14, -0.10], [-0.47, -0.27, 1.41], [1.60, 2.97, -0.46], [0.23, -1.90, 2.04], [2.82, -0.30, 0.76], [-2.87, 2.90, -3.08], [0.30, -0.31, -0.73], [-0.02, -0.31, -0.61], [-0.64, 0.94, 0.95], [-9.07, 1.42, 9.82], [0.16, 0.11, 1.60], [8.73, -2.12, -10.97], [0.67, 0.14, -0.28], [-1.10, 1.63, -4.37], [2.28, -0.20, 4.84], [-0.63, -2.24, -0.39], [3.19, 1.09, 1.66], [-1.50, 1.16, 0.98], [6.76, 3.57, -0.02], [0.76, -2.56, 0.25], [0.20, 0.20, -0.84], [-0.91, 2.13, 0.85], [-1.71, 1.54, 0.76], [2.44, 0.68, 5.95], [-0.66, -2.24, -6.69], [0.13, 0.05, 0.13], [-0.34, -0.17, -0.51], [-0.06, 0.12, 0.45], [-1.51, -1.93, 2.27], [1.42, 2.35, -1.49], [0.36, -0.64, -0.32], [-3.34, -0.82, -7.73], [3.39, 0.99, 8.29], [-1.76, 4.78, -4.19], [-2.03, -0.89, -2.37], [3.57, -3.80, 6.67], [-2.94, -1.02, 3.20], [-0.48, -2.78, 0.30], [3.36, 3.45, -3.66], [2.06, 1.98, 0.07], [-0.54, 0.78, -1.16], [-1.61, -2.23, 2.99], [8.73, -9.82, -5.62], [2.74, -0.46, 3.02], [-11.28, 10.24, 2.64], [-0.44, -0.90, -2.28], [0.89, 0.29, -0.22], [-0.48, 0.68, 2.65], [-0.07, 0.06, -0.17], [1.75, -0.43, -1.89], [-3.15, -0.64, 1.74], [-2.34, -0.07, 0.12], [1.87, 0.53, -1.11], [0.40, -0.51, -0.61], [1.28, -1.20, -1.10], [-1.57, 1.80, 1.74], [-1.17, -0.43, 0.53], [0.65, -2.61, -4.84], [-1.29, 1.14, 1.90], [0.34, -0.89, 0.06], [2.76, 0.79, -1.50], [-0.50, -1.45, -2.54], [-1.40, -0.39, 0.29], [1.83, 2.11, 2.12], [-0.28, 0.15, -0.31], [0.40, -0.56, 0.35], [-0.11, 0.26, 0.17], [-0.66, -1.53, 0.25], [-2.89, 0.52, -1.13], [2.81, 2.05, 0.41], [-1.16, -1.55, -2.05], [0.28, 0.45, -0.02], [1.28, 1.14, 2.12], [1.88, 0.05, -2.42], [0.55, -1.11, 0.20], [-2.31, 2.42, 1.64], [2.59, 0.22, -0.47], [-1.36, -0.42, -0.15], [-1.92, 0.21, -1.39], [-2.04, -7.71, -1.66], [-2.44, 2.28, 0.16], [4.66, 4.30, 0.39], [0.53, -1.05, 0.97], [0.73, -2.31, 2.72], [-0.40, 2.62, -3.34], [-3.03, 0.79, 1.31], [-1.21, -0.28, 0.31], [4.34, -1.81, -2.73], [1.62, -2.07, -0.42], [-2.42, 1.70, -0.30], [0.96, 0.51, 0.58], [0.48, -0.52, -0.42], [-2.50, -1.12, 0.74], [0.53, -0.99, -0.41], [-1.88, 0.70, -1.28], [0.35, 3.20, 4.43], [-4.94, -4.79, -0.94], [-0.26, -0.23, -0.48], [0.06, 0.36, 0.55], [-2.25, -0.80, 2.70], [1.04, 0.55, -2.07], [1.18, -0.37, -0.15], [-3.96, -1.63, 0.41], [2.97, 2.06, -0.56], [0.66, -0.65, 0.43], [3.29, -0.81, -1.37], [0.21, 0.27, -0.83], [-2.95, 0.51, 2.33], [0.11, -2.00, -1.40], [-0.59, 0.52, 1.68], [-0.53, 0.61, -0.51], [-0.41, 0.50, 3.05], [-0.67, -0.30, -3.11], [0.92, -0.15, -0.09], [4.26, 1.37, 2.55], [-2.63, 0.73, -2.78], [-1.56, -2.21, 0.20], [3.35, -2.21, 1.11], [-0.36, 1.51, -1.68], [-3.16, 2.67, 1.51]]
}

***

{
  "formula": "H8IO4",
  "method": "ωB97M-V with the def2-TZVPD basis set",
  "s_squared": 0.75,
  "spin_multiplicity": 2,
  "homo_energy_ev": [-11.50, -11.21],
  "lumo_energy_ev": [0.15, -4.47],
  "e_tot_ev": -16419.3567,
  "elements": ["I", "O", "H", "H", "O", "H", "H", "O", "H", "H", "O", "H", "H"],
  "positions_angstrom": [[18.74290, -19.71441, 5.06744], [17.11468, -21.59949, 7.41686], [17.64435, -21.80937, 6.64768], [17.69082, -21.06941, 7.96761], [19.24365, -21.46930, 2.10836], [18.58720, -21.11868, 1.50638], [19.00860, -21.10176, 2.96035], [21.31984, -21.82216, 6.45853], [21.05975, -21.99744, 7.36289], [20.52336, -21.49766, 6.03835], [15.93991, -17.16493, 4.38716], [16.64448, -17.80252, 4.27191], [15.82960, -17.09798, 5.33562]],
  "atomic_forces_ev_per_a": [[-0.12, 0.31, 0.19], [-0.26, 0.12, -0.07], [0.14, -0.33, -0.20], [0.14, 0.14, 0.28], [0.26, -0.20, -0.18], [-0.16, 0.06, -0.22], [-0.10, -0.03, 0.14], [0.26, -0.07, -0.04], [0.02, -0.09, 0.27], [-0.15, 0.04, -0.16], [-0.15, 0.13, -0.18], [0.19, -0.14, -0.08], [-0.07, 0.06, 0.25]]
}

***

ΔE to the lowest compared entry with this formula, charge and spin readings, ordered: 1771.69; 6.30 kJ/mol